(1)
DFT (ωB97M-V/def2-TZVPD) results for C31H32ClF3N3O9PSTi as an isolated structure.

Structure (XYZ):
```
82
C31H32ClF3N3O9PSTi | the Open Molecules 2025 dataset | ωB97M-V/def2-TZVPD
Ti 0.963 0.496 1.579
Cl 0.165 2.342 4.143
S 0.192 3.042 -0.893
P -1.716 0.212 -0.862
F 0.055 5.655 -0.572
F 0.298 4.549 1.273
F 1.980 4.805 -0.064
O 2.413 1.045 2.200
O -2.248 -2.558 1.825
O 0.743 2.009 -0.024
O -0.757 -0.921 1.504
O -0.365 1.490 3.002
O -0.436 1.778 5.365
O -0.370 3.690 3.939
O 0.894 3.171 -2.154
O -1.244 3.098 -0.966
N 3.558 0.505 -0.643
N 1.845 -1.372 0.307
N 1.411 -1.550 3.039
C -2.943 -0.814 -3.256
C -2.232 1.434 -4.710
C 1.764 -3.814 0.117
C 0.652 4.589 -0.001
C 1.616 -0.243 -3.676
C 0.771 -3.900 2.699
C -2.278 0.227 -2.612
C 1.628 -2.609 0.839
C 1.250 -2.694 2.213
C 4.041 1.848 -0.861
C -4.282 1.482 -0.648
C 1.009 -1.806 -1.965
C 2.499 0.379 -2.824
C -3.242 -0.740 -4.612
C -2.189 -1.477 -0.299
C 1.875 -1.166 -1.049
C 2.808 -1.435 3.471
C 0.512 -1.484 4.191
C -3.798 2.282 1.962
C 4.368 -0.246 0.296
C 0.805 -5.054 1.926
C 0.872 -1.352 -3.255
C -5.246 2.197 0.050
C -2.830 1.578 1.262
C -3.066 1.161 -0.049
C -2.890 0.385 -5.343
C 2.678 -0.080 -1.507
C 1.358 -5.020 0.652
C -1.920 1.351 -3.363
C -1.697 -1.690 1.143
C -5.008 2.596 1.358
H -1.382 2.160 -2.878
H 4.200 2.303 0.118
H 2.184 -3.777 -0.879
H 0.358 -2.588 -1.601
H 0.763 -2.243 4.949
H 2.955 -0.450 3.906
H -3.230 -1.695 -2.696
H 4.993 1.854 -1.417
H -3.123 0.444 -6.400
H 3.051 -2.234 4.191
H 4.188 0.132 1.306
H -1.686 -2.221 -0.925
H 4.119 -1.303 0.263
H -1.947 2.315 -5.273
H 1.455 -5.929 0.070
H 0.371 -3.942 3.701
H 5.428 -0.129 0.023
H -3.754 -1.564 -5.096
H -4.481 1.178 -1.669
H 0.426 -5.984 2.334
H 1.480 0.147 -4.677
H -3.261 -1.675 -0.334
H 0.138 -1.801 -3.912
H 3.303 2.442 -1.390
H -5.760 3.158 1.901
H 3.467 -1.513 2.609
H -3.586 2.598 2.976
H 0.603 -0.501 4.647
H -6.185 2.445 -0.434
H -0.514 -1.611 3.852
H -1.884 1.364 1.748
H 3.043 1.250 -3.157
```

The spin multiplicity is 3. The LUMO energy (spin up / spin down) is 4.3543 / 2.9651 eV. The value obtained for the HOMO-LUMO gap (spin up / spin down) is 5.19 / 5.81 eV. As for the expectation value of S²: 2.048. As for the calculated total energy: -119477.9892 eV. As for the HOMO energy (spin up / spin down): -0.83 / -2.84 eV. Its charge is -2.

These are the Mulliken partial charges, in e, on atoms 1 to 8:
1. Ti 0.91
2. Cl 1.11
3. S 1.44
4. P 1.01
5. F -0.25
6. F -0.15
7. F -0.25
8. O -0.74

(2)
DFT (ωB97M-V/def2-TZVPD) results for a 3-piece molecular cluster, C3H6N2O overall in a non-equilibrium geometry.

Structure (XYZ):
```
12
C3H6N2O | the Open Molecules 2025 dataset | ωB97M-V/def2-TZVPD
O 1.491 0.413 1.490
N -1.753 -0.861 -0.057
N 2.397 0.234 -1.823
C 1.891 0.524 -0.824
C -1.237 -0.125 -0.944
C 1.248 0.944 0.440
H -2.292 -0.294 0.603
H -0.429 -1.616 1.525
H -0.641 -0.577 -1.737
H 0.542 1.783 0.330
H -1.332 0.968 -0.986
H 0.114 -1.395 1.984
```

The LUMO energy is -0.9258 eV. The value obtained for the HOMO-LUMO gap is 9.78 eV. As for the calculated total energy: -8232.6621 eV. As for the HOMO energy: -10.70 eV. Its SMILES is N#CC=O.[H][H].C=N. Its charge is 0.

These are the Mulliken partial charges, in e, on atoms 1 to 8:
1. O -0.36
2. N -0.51
3. N -0.32
4. C 0.30
5. C -0.45
6. C 0.07
7. H 0.24
8. H 0.06

(3)
DFT (ωB97M-V/def2-TZVPD) results for a 2-piece molecular cluster, H4O2 overall in a non-equilibrium geometry.

Structure (XYZ):
```
6
H4O2 | the Open Molecules 2025 dataset | ωB97M-V/def2-TZVPD
O -1.473 -0.548 -0.142
O 1.137 0.884 0.178
H 0.754 0.479 1.010
H 1.484 0.082 -0.144
H -0.735 -1.145 -0.279
H -1.166 0.247 -0.623
```

The LUMO energy is 0.6028 eV. The value obtained for the HOMO-LUMO gap is 12.07 eV. As for the calculated total energy: -4159.6364 eV. As for the HOMO energy: -11.47 eV. Its SMILES is O.O. Its charge is 0.

Which charges does Mulliken predict for the atoms? In e, they are:
1. O -0.65
2. O -0.66
3. H 0.35
4. H 0.30
5. H 0.29
6. H 0.35